<A>
This record from the Open Molecules 2025 dataset describes C32H41IN5O3SSb2V as an isolated structure. The level of theory is ωB97M-V with the def2-TZVPD basis set.

Structure (XYZ):
```
86
Properties=species:S:1:pos:R:3
C 0.399 -2.225 -4.090
H 1.595 3.858 -2.218
N -0.956 -2.114 0.099
C -0.003 -2.028 -2.721
H -3.469 0.918 -3.831
H 1.686 4.238 2.744
C -0.058 4.660 1.818
C 2.056 2.943 -2.597
H 0.012 1.177 -7.259
H -3.193 -3.175 1.182
H 3.349 2.259 -4.814
C -2.401 -3.001 1.901
H 2.466 1.461 -6.969
H -4.254 1.959 -1.161
H -5.665 -0.060 3.142
C -4.605 0.117 3.254
H 4.450 1.019 -2.029
C 1.433 2.463 -3.882
V -0.022 -0.352 -0.351
Sb -1.737 1.208 -1.753
H 4.118 2.957 -0.126
H -2.282 -0.411 -3.858
H 4.069 -0.210 -0.806
H 3.117 3.138 -2.749
O 0.626 -1.120 -2.027
C -3.285 2.407 -0.941
H -4.640 0.329 5.393
C -1.210 -2.438 1.472
I 1.559 -1.234 1.840
H -3.580 -4.140 -2.216
C -1.590 -3.084 4.167
C -0.434 1.857 -5.275
H -3.527 -3.767 3.552
C -1.347 -2.938 -0.810
H 1.181 5.883 2.937
N -2.488 0.341 2.220
S -0.329 3.093 1.233
N -0.924 5.660 1.591
C 3.669 0.365 -1.642
C -0.223 -2.173 2.424
H -0.849 0.750 3.368
C 0.417 1.536 -6.321
C -1.019 -2.857 -2.222
H -1.740 5.462 1.042
H -0.778 6.597 1.928
C -0.397 -2.499 3.758
C -2.918 0.202 -3.220
N -0.209 -3.064 -4.885
C -2.758 -4.697 -2.668
H 3.323 2.229 1.287
H -3.239 3.391 -1.408
C 0.048 2.335 -4.056
H -3.157 -5.210 -3.544
H -1.813 3.203 -3.465
H 2.624 3.675 0.525
H 0.390 -2.303 4.474
N 1.033 4.972 2.537
Sb 2.016 1.534 -0.979
H -1.709 -4.483 -5.114
H -1.661 -6.195 -2.054
O -1.762 0.348 1.144
H -1.881 -3.834 -0.500
C 1.565 -1.449 -4.615
H -3.143 2.505 0.133
H -2.175 0.743 5.514
H -0.517 3.481 -2.302
H 1.514 -1.415 -5.700
H -4.171 -0.037 1.119
H -3.626 -0.448 -2.705
H 3.341 -0.326 -2.416
C -2.669 0.560 4.570
H 1.584 -0.437 -4.215
H -1.730 -3.348 5.207
C 2.278 2.143 -4.945
C -1.234 -3.815 -4.404
C -1.911 0.565 3.417
C 1.785 1.692 -6.159
C -1.653 -3.773 -3.109
C -4.033 0.333 4.498
C -3.816 0.123 2.125
C 3.157 2.744 0.341
H 2.501 -1.939 -4.328
H -1.506 1.759 -5.411
C -2.592 -3.321 3.239
C -0.935 2.754 -2.999
O -2.352 -5.643 -1.675
```

## Properties
Orbital gap (alpha / beta): 0.2569 / 0.2780 Ha
<S²>: 3.763
Net charge: +1
Spin multiplicity: 4

***

<B>
This record from the Open Molecules 2025 dataset describes C32H41IN5O3SSb2V as an isolated structure. The level of theory is ωB97M-V with the def2-TZVPD basis set.

Structure (XYZ):
```
86
Properties=species:S:1:pos:R:3
N -4.854 1.313 -0.965
Sb 2.723 1.315 0.470
H 6.206 -2.963 2.113
H 4.339 1.144 -1.695
N 0.037 2.421 -2.546
V 0.364 -0.127 -0.900
H -1.861 -4.119 -1.405
C 3.045 3.414 0.493
C 2.959 -2.874 3.043
O -4.222 -2.109 -4.085
C 4.488 0.887 -0.647
H 0.820 3.726 -1.183
H -2.540 2.789 -4.613
C 5.225 -2.567 2.339
H 5.310 1.486 -0.255
H 2.818 -4.361 -2.940
H -1.929 -1.498 3.420
N -0.755 -1.701 -1.762
H 4.528 1.328 2.408
H -2.463 -2.485 -2.569
C -1.858 -0.908 2.506
C -3.254 2.721 0.151
C -0.878 2.118 -3.480
H 1.274 0.047 3.467
H -5.904 -1.902 -2.871
C -4.815 -1.960 -2.798
O 0.950 1.520 -2.223
H 5.792 -0.545 1.945
H 0.700 -3.926 1.218
H 2.167 -3.531 3.384
C -2.937 -0.573 -1.720
C -0.551 3.732 3.461
C -3.601 1.505 -0.652
C 3.737 -0.656 2.526
C -1.790 4.315 -3.281
O -1.331 0.898 -0.737
H -2.356 2.567 0.749
C -1.813 3.057 -3.861
C -0.155 -3.441 1.684
H 1.258 4.041 4.296
S -0.042 2.563 2.359
H -3.074 3.570 -0.508
C 0.061 3.618 -1.942
H -1.917 0.153 2.732
C -0.142 -2.986 -2.006
C -2.555 0.590 -1.038
H -0.794 1.118 -3.877
H 4.374 -4.471 2.861
H 4.739 -0.169 -0.568
C 1.189 -3.079 -2.405
C -0.262 -5.397 -2.011
C -4.310 -0.751 -2.055
H -2.180 4.795 4.178
H -0.793 5.553 -1.818
H -4.106 2.975 0.782
C 1.311 -1.011 3.214
H -0.222 -3.731 2.733
H -1.062 -3.760 1.174
H -4.585 -2.886 -2.265
H 0.000 4.997 4.999
H 2.926 1.265 3.147
N 0.303 4.349 4.293
H 3.967 3.607 1.040
C -5.201 0.213 -1.673
C 4.203 -3.409 2.752
H -6.253 0.113 -1.910
C 2.697 -1.510 2.924
I 2.322 -1.368 -2.676
H -0.833 -6.298 -1.836
C -2.016 -1.643 -2.050
C 3.559 0.827 2.376
C 4.987 -1.207 2.240
C 1.054 -5.475 -2.436
H 0.861 -1.567 4.040
C -0.842 4.593 -2.310
H 2.212 3.919 0.978
H 1.521 -6.434 -2.608
Sb -0.010 -1.320 1.560
C -0.849 -4.163 -1.785
H -2.510 5.066 -3.574
H -2.676 -1.180 1.838
N -1.840 4.097 3.538
H 3.169 3.781 -0.526
H -2.490 3.666 2.906
H -4.547 -1.400 -4.650
C 1.786 -4.312 -2.624
```

## Properties
Orbital gap (alpha / beta): 0.2580 / 0.2745 Ha
<S²>: 3.763
Net charge: +1
Spin multiplicity: 4

***

Stability ranking, top entry: <B>; the second entry is 0.421 eV less favorable.

***

<A>
This record from the Open Molecules 2025 dataset describes one molecule with the formula C8H8. The level of theory is ωB97M-V with the def2-TZVPD basis set.

Structure (XYZ):
```
16
Properties=species:S:1:pos:R:3
C -0.706 0.934 1.546
C -0.269 -0.239 0.980
H -0.066 -1.207 1.567
H 0.277 0.746 -2.117
H 0.463 -1.649 -2.010
H -1.223 2.985 1.190
H -0.395 2.973 -1.242
H 0.940 -2.717 0.782
H -0.756 1.005 2.675
C 0.434 -1.507 -0.893
C 1.013 -2.565 -0.288
C -0.050 -0.300 -0.394
C -0.399 2.052 -0.562
C -0.045 0.830 -1.144
C -0.739 2.097 0.712
H 1.521 -3.437 -0.804
```

## Properties
Orbital gap: 0.3420 Ha
Spin multiplicity: 1
SMILES: C=Cc1ccccc1

***

<B>
This record from the Open Molecules 2025 dataset describes one molecule with the formula C8H8. The level of theory is ωB97M-V with the def2-TZVPD basis set.

Structure (XYZ):
```
16
Properties=species:S:1:pos:R:3
H -3.019 2.143 -0.050
H 0.205 -2.167 0.760
C -2.155 1.508 -0.027
C 1.432 0.600 0.039
H -1.405 -2.532 0.126
C -0.517 -1.925 -0.021
H -0.428 2.814 0.011
C -0.059 0.608 0.021
C -3.156 -0.888 0.055
H 1.813 1.159 -0.815
C -0.850 1.824 0.001
C -2.277 0.062 -0.010
H -0.072 -2.189 -0.982
C -0.869 -0.472 0.008
H 1.802 1.078 0.946
H 1.814 -0.417 -0.002
```

## Properties
Orbital gap: 0.2993 Ha
Spin multiplicity: 1

***

<C>
This record from the Open Molecules 2025 dataset describes one molecule with the formula C8H8. The level of theory is ωB97M-V with the def2-TZVPD basis set.

Structure (XYZ):
```
16
Properties=species:S:1:pos:R:3
C 0.159 1.932 -0.166
C 2.446 -0.058 0.228
H -2.974 1.176 -0.148
H 2.655 1.048 0.549
H 1.078 -2.655 -0.468
H 3.402 -0.601 0.436
C 0.604 -1.482 -0.123
C 0.074 0.620 -0.027
C -0.700 -1.475 0.060
H 1.280 2.402 -0.421
H -0.741 2.522 0.023
C -1.365 -0.125 0.098
H -3.270 -0.829 0.377
H -1.241 -2.493 -0.461
C -2.597 0.202 0.160
C 1.190 -0.183 -0.117
```

## Properties
Orbital gap: 0.3206 Ha
Spin multiplicity: 1
SMILES: C=C1C=CC(=C)C1=C

***

Stability ranking, top entry: <A>; the second entry is 2.973 eV less favorable.

***

<A>
This record from the Open Molecules 2025 dataset describes a 2-piece molecular cluster, C4H12O2S overall. The level of theory is ωB97M-V with the def2-TZVPD basis set.

Structure (XYZ):
```
19
Properties=species:S:1:pos:R:3
H -0.696 2.159 1.381
C 1.440 0.352 0.948
H -0.099 -2.175 -2.366
H 1.773 1.355 0.999
O 3.315 -0.090 -0.783
H -0.373 -0.914 0.475
S -2.592 0.957 0.397
H 3.709 0.798 -0.498
H 1.542 0.215 2.006
H 1.742 -1.328 -0.077
H -2.525 2.034 -0.237
H -1.092 -3.232 -1.798
C -1.031 1.105 1.226
C -0.061 0.227 0.412
C 2.416 -0.528 0.311
H -1.116 0.912 2.275
H 3.118 -0.876 1.091
H 0.007 0.471 -0.618
O -0.951 -2.618 -2.513
```

## Properties
Orbital gap: 0.3598 Ha
Spin multiplicity: 1
SMILES: OCCCCS.O

***

<B>
This record from the Open Molecules 2025 dataset describes a 2-piece molecular cluster, C4H12O2S overall. The level of theory is ωB97M-V with the def2-TZVPD basis set.

Structure (XYZ):
```
19
Properties=species:S:1:pos:R:3
H -2.367 3.282 -1.488
H -0.957 -0.140 2.313
H -0.078 -1.389 -0.442
C -0.120 -0.651 0.302
S -2.821 -1.022 1.157
O -2.195 2.388 -1.895
H 2.253 -1.524 -0.559
H 2.171 1.023 -1.683
C 1.289 -0.081 0.757
H 1.298 1.059 0.811
C -0.962 -0.941 1.561
H -2.768 -1.798 0.036
H -0.647 -1.864 2.008
H 1.504 -0.487 1.755
H -2.638 2.278 -2.756
H -0.526 0.295 -0.169
O 1.863 0.209 -1.451
C 2.323 -0.495 -0.259
H 3.377 -0.140 0.001
```

## Properties
Orbital gap: 0.3495 Ha
Spin multiplicity: 1
SMILES: OCCCCS.O

***

Stability ranking, top entry: <B>; the second entry is 0.333 eV less favorable.

***

<A>
This record from the Open Molecules 2025 dataset describes an isolated ion of composition C4H13N2S and charge +1. The level of theory is ωB97M-V with the def2-TZVPD basis set.

Structure (XYZ):
```
20
Properties=species:S:1:pos:R:3
C 1.436 1.520 -1.165
S 1.536 2.315 -2.772
H -0.689 1.200 1.087
H -0.820 -2.226 2.060
N -1.159 -2.122 1.102
H -1.804 -2.875 0.859
H -0.235 0.122 -1.518
H -0.114 -0.055 2.200
C 0.747 0.180 -1.037
N 0.730 -0.326 0.343
H -1.871 -0.571 -0.207
H 1.258 -0.558 -1.651
C -0.389 0.153 1.158
H 0.493 3.157 -2.732
H -2.459 -0.455 1.404
H -0.284 -2.212 0.544
C -1.581 -0.739 0.834
H 1.106 2.180 -0.367
H 2.486 1.412 -0.923
H 1.612 -0.100 0.784
```

## Properties
Orbital gap: 0.3118 Ha
Net charge: +1
Spin multiplicity: 1
SMILES: [NH3+]CCNCCS

***

<B>
This record from the Open Molecules 2025 dataset describes an isolated ion of composition C4H13N2S and charge +1. The level of theory is ωB97M-V with the def2-TZVPD basis set.

Structure (XYZ):
```
20
Properties=species:S:1:pos:R:3
H -0.049 3.185 0.427
H 0.761 -2.241 -1.590
H 0.800 -1.308 1.253
C 0.675 -1.466 -0.766
H 0.249 1.153 1.718
H -1.279 -1.579 -1.116
H 1.991 2.617 -0.651
H -2.033 -0.162 0.472
H -1.236 2.344 -0.628
C -0.293 2.234 -0.056
H -1.467 1.561 1.616
C -0.685 -0.704 -0.818
H -0.736 -0.027 -1.663
H -0.023 -2.670 0.915
H 1.567 -0.862 -0.909
N -1.017 -0.212 0.535
C -0.617 1.153 1.055
S 1.036 1.815 -1.126
N 0.768 -2.108 0.604
H 1.588 -2.724 0.729
```

## Properties
Orbital gap: 0.3352 Ha
Net charge: +1
Spin multiplicity: 1
SMILES: [NH3+]CCNCCS

***

Stability ranking, top entry: <A>; the second entry is 0.418 eV less favorable.

***

<A>
This record from the Open Molecules 2025 dataset describes an isolated ion of composition C4H13N2S and charge +1. The level of theory is ωB97M-V with the def2-TZVPD basis set.

Structure (XYZ):
```
20
Properties=species:S:1:pos:R:3
H 2.330 -0.731 3.172
N 1.899 -0.458 0.022
H -0.546 -1.641 -0.965
H -2.181 -0.328 -1.891
C -0.111 -0.458 1.531
H -1.532 2.103 -1.721
H -2.893 1.659 -0.584
S 1.183 -0.042 2.784
C 0.479 -0.048 0.155
C -0.283 -0.579 -1.063
H -0.198 -1.543 1.492
H -1.112 -0.016 1.465
N -1.583 0.036 -1.164
H 0.370 -0.460 -1.963
H 2.623 0.116 0.463
H 2.247 -0.385 -0.941
H 0.485 1.041 0.055
C -1.879 1.448 -0.912
H -1.293 1.769 -0.036
H 1.996 -1.483 0.100
```

## Properties
Orbital gap: 0.3254 Ha
Net charge: +1
Spin multiplicity: 1
SMILES: CNC[C@H]([NH3+])CS

***

<B>
This record from the Open Molecules 2025 dataset describes an isolated ion of composition C4H13N2S and charge +1. The level of theory is ωB97M-V with the def2-TZVPD basis set.

Structure (XYZ):
```
20
Properties=species:S:1:pos:R:3
H -1.086 -1.313 -0.364
N -0.655 -0.425 -0.118
C -0.536 1.968 -0.347
H 0.969 -2.561 -0.669
C -0.754 0.682 -1.114
H 0.796 -0.290 1.404
S 2.704 -2.575 0.996
H 0.348 -2.876 0.924
C 1.039 -2.238 0.370
H -0.563 2.817 -1.030
H -2.453 2.405 0.321
H 3.342 -2.363 -0.159
N -1.575 2.051 0.673
H 1.529 -0.285 -0.173
H -1.137 -0.053 0.710
H 0.418 1.999 0.112
H -1.767 0.639 -1.511
C 0.744 -0.746 0.427
H -0.043 0.520 -1.908
H -1.320 2.641 1.454
```

## Properties
Orbital gap: 0.3652 Ha
Net charge: +1
Spin multiplicity: 1
SMILES: NCC[NH2+]CCS

***

Stability ranking, top entry: <B>; the second entry is 2.263 eV less favorable.

***

<A>
This record from the Open Molecules 2025 dataset describes one molecule with the formula C5H12O4. The level of theory is ωB97M-V with the def2-TZVPD basis set.

Structure (XYZ):
```
21
Properties=species:S:1:pos:R:3
H 1.287 2.056 -0.226
H -0.673 0.167 2.065
H 1.227 -1.836 1.331
H -1.350 -1.785 -0.843
H 0.874 -2.268 -0.420
C 0.214 0.727 -1.233
C 1.100 -1.356 0.247
O -2.380 -0.181 -0.749
H 1.107 0.526 1.785
H -0.718 1.197 -1.443
H 0.400 0.090 -2.073
O -0.259 1.875 1.050
C 0.026 0.583 1.358
C -0.005 -0.269 0.059
H -2.734 0.376 -0.091
C -1.366 -0.988 -0.154
O 1.328 1.627 -1.156
H -1.029 1.823 0.527
H 2.290 -0.228 -0.846
O 2.308 -0.825 -0.056
H -1.648 -1.310 0.868
```

## Properties
Orbital gap: 0.3773 Ha
Spin multiplicity: 1
SMILES: OCC(CO)(CO)CO

***

<B>
This record from the Open Molecules 2025 dataset describes a 2-piece molecular cluster, C5H12O4 overall. The level of theory is ωB97M-V with the def2-TZVPD basis set.

Structure (XYZ):
```
21
Properties=species:S:1:pos:R:3
H 0.329 1.011 -1.238
H 0.379 0.637 2.549
C -0.198 0.120 -0.862
H 0.026 -1.757 -1.195
H -2.267 -0.336 -0.403
H 1.469 -1.941 0.015
H -1.664 -0.274 -2.749
C 0.936 -1.490 0.868
C 0.284 -0.174 0.565
H 2.125 1.783 0.224
O 0.120 -0.933 -1.739
H -0.281 1.783 1.297
O -2.096 0.469 -2.307
H 2.712 0.449 -0.316
H -1.919 1.410 -0.515
H -1.267 0.480 1.915
C -1.695 0.430 -0.955
C -0.235 0.742 1.647
O 2.215 0.843 0.424
O -0.432 -1.745 0.939
H 1.460 -1.505 1.836
```

## Properties
Orbital gap: 0.3627 Ha
Spin multiplicity: 1
SMILES: C[C@@]1([C@@H](O)CO)CO1.O

***

Stability ranking, top entry: <A>; the second entry is 0.523 eV less favorable.